[1]
Below is C5H5CeO as an isolated structure at a distorted geometry, with properties calculated with the ωB97M-V functional and the def2-TZVPD basis.

```
12
Properties=species:S:1:pos:R:3:forces:R:3
C 0.404 -1.605 3.290 0.8 0.3 -0.5
C 1.012 -0.621 2.713 -1.1 -0.1 0.4
C 1.412 0.622 2.219 0.9 -0.7 2.3
O 1.405 0.899 0.993 -1.7 0.2 -4.1
Ce 0.295 0.890 -1.129 1.1 0.2 1.5
H 0.920 -2.557 3.457 -0.1 0.1 0.1
H -0.645 -1.527 3.599 0.1 0.0 0.0
H 1.846 1.351 2.917 -0.2 -0.1 -0.2
C -1.062 0.715 -3.437 0.0 0.0 0.0
C -1.684 0.634 -4.548 0.4 0.0 0.7
H -2.032 -0.340 -4.927 -0.1 0.0 -0.2
H -1.872 1.540 -5.146 -0.1 0.0 -0.2
```
Positions in Å, forces in eV/Å.

As for the HOMO energy (alpha / beta): -0.7731 / -0.8085 Eh. As for the total charge: +3. For the LUMO energy (alpha / beta), the calculation gives -15.376 / -14.740 eV. The calculated total energy is -742.45331 a.u. Its expectation value of S² is 2.007. The multiplicity is 3.

---

[2]
Below is the molecule C5H5Cl at a distorted geometry, with properties calculated with the ωB97M-V functional and the def2-TZVPD basis.

```
11
Properties=species:S:1:pos:R:3:forces:R:3
C -1.900 -1.564 0.082 0.7 0.9 0.1
C -1.185 -0.593 -0.081 -1.9 -3.1 -0.6
C -0.288 0.409 -0.487 0.6 1.0 -0.5
C 0.462 0.969 0.667 1.4 1.2 0.5
C 1.226 0.181 -0.393 -1.0 -0.2 1.4
Cl 1.961 -1.336 0.044 -0.2 -0.4 -0.1
H -2.498 -2.448 0.251 0.3 0.6 0.0
H -0.620 1.089 -1.282 0.1 -0.4 0.3
H 0.200 0.569 1.694 0.7 0.4 -1.5
H 0.772 2.023 0.582 -0.6 -0.4 0.6
H 1.869 0.701 -1.077 -0.1 0.4 -0.1
```
Positions in Å, forces in eV/Å.

Its SMILES is C#C[C@H]1C[C@H]1Cl. As for the HOMO energy: -0.3518 Eh. For the LUMO energy, the calculation gives 0.959 eV. The calculated total energy is -653.60057 a.u. The multiplicity is 1.

---

[3]
Below is the molecule C5H5Cl at a distorted geometry, with properties calculated with the ωB97M-V functional and the def2-TZVPD basis.

```
11
Properties=species:S:1:pos:R:3:forces:R:3
C 1.531 -1.973 -0.115 -0.2 -0.2 0.6
C 0.870 -0.964 0.091 2.1 -3.8 -1.1
C 0.096 0.163 -0.046 -2.5 4.0 0.6
C 0.593 1.348 -0.421 1.8 -1.3 -0.2
C -1.370 0.272 0.476 1.0 -0.3 -2.3
Cl -2.414 -0.932 -0.314 -0.2 -0.4 0.0
H 2.087 -2.950 -0.219 -1.0 1.9 0.2
H 1.634 1.480 -0.659 0.4 -0.5 -0.1
H 0.122 2.272 -0.491 -1.6 1.1 0.0
H -1.302 0.054 1.496 -0.5 -0.1 1.7
H -1.845 1.232 0.203 0.7 -0.4 0.6
```
Positions in Å, forces in eV/Å.

Its SMILES is C#CC(=C)CCl. As for the HOMO energy: -0.3431 Eh. For the LUMO energy, the calculation gives 0.597 eV. The calculated total energy is -653.60332 a.u. The multiplicity is 1.